The following is a DFT calculation (the ωB97M-V functional and the def2-TZVPD basis) of a molecular structure, C39H42F7O4PSi2.

Output
Net charge: 0
M (u): 794.89
HOMO level (eV): -8.978
Max |F| (eV/Å): 0.63
2S+1: 1

Each line ends with the Mulliken charge.
Atoms and positions in Å:
O: -0.53 -1.57 -0.37  -0.6863
P: 0.09 -0.24 -0.33  0.8135
O: 0.08 0.53 -1.74  -0.5147
O: 1.67 -0.29 0.01  -0.2835
C: -0.68 0.89 0.82  -0.5641
Si: -2.46 1.27 0.34  0.1568
C: -3.42 -0.27 -0.07  -0.5019
C: -4.93 -0.12 0.00  -0.2588
F: -5.32 0.64 1.11  -0.3189
O: -2.34 2.23 -1.01  -0.0381
Si: -2.76 3.84 -1.12  0.3068
H: -0.54 1.28 -1.79  0.4054
H: 1.88 0.22 0.80  0.2890
H: -0.13 1.84 0.88  0.2408
H: -0.67 0.42 1.82  0.4247
H: -3.06 2.04 1.44  -0.1933
H: -3.07 -1.11 0.54  0.5102
H: -3.18 -0.55 -1.11  0.3228
H: -5.32 0.37 -0.89  0.0109
H: -5.41 -1.09 0.11  0.3312
H: -3.95 4.12 -0.30  -0.1243
H: -1.64 4.68 -0.67  -0.1170
H: -3.07 4.13 -2.53  -0.1469
F: 3.68 0.09 3.40  -0.3298
C: 4.27 -1.06 2.99  0.4624
C: 4.53 -1.21 1.64  -0.4637
C: 5.12 -2.39 1.21  -0.2795
C: 5.43 -3.39 2.13  -0.8504
C: 5.16 -3.21 3.48  -0.3051
C: 4.57 -2.03 3.92  -0.6233
H: 4.26 -0.42 0.96  0.4881
H: 5.32 -2.53 0.16  0.4587
H: 5.89 -4.31 1.79  0.5839
H: 5.40 -3.99 4.18  0.3998
H: 4.35 -1.86 4.97  0.4354
F: -6.61 0.50 -2.72  -0.3415
C: -6.18 -0.37 -3.67  0.4129
C: -4.86 -0.29 -4.08  -0.3149
C: -4.42 -1.19 -5.04  -0.4205
C: -5.29 -2.13 -5.57  -0.5478
C: -6.61 -2.18 -5.14  -0.2959
C: -7.07 -1.29 -4.18  -0.6024
H: -4.21 0.46 -3.65  0.5706
H: -3.39 -1.15 -5.37  0.3737
H: -4.94 -2.83 -6.32  0.3805
H: -7.29 -2.92 -5.56  0.3573
H: -8.09 -1.31 -3.82  0.4247
F: 4.96 -2.63 -2.06  -0.3352
C: 3.78 -3.09 -2.56  0.4364
C: 3.78 -4.24 -3.32  -0.6729
C: 2.56 -4.67 -3.83  -0.2936
C: 1.39 -3.97 -3.57  -0.8471
C: 1.43 -2.82 -2.79  -0.1805
C: 2.64 -2.37 -2.27  -0.0718
H: 4.70 -4.76 -3.51  0.4486
H: 2.53 -5.57 -4.44  0.3629
H: 0.45 -4.32 -3.97  0.4053
H: 0.52 -2.27 -2.57  0.2709
H: 2.70 -1.48 -1.66  0.4262
F: -0.10 6.56 -1.00  -0.2568
C: 1.00 6.54 -0.22  0.5024
C: 1.93 7.55 -0.36  -0.6231
C: 3.06 7.53 0.44  -0.3057
C: 3.25 6.51 1.37  -0.5986
C: 2.29 5.50 1.49  -0.4720
C: 1.16 5.51 0.69  -0.1033
H: 1.76 8.34 -1.09  0.4351
H: 3.80 8.31 0.35  0.3643
H: 4.13 6.49 1.99  0.3776
H: 2.43 4.71 2.21  0.4053
H: 0.39 4.75 0.77  0.2696
F: 6.07 -6.52 2.83  -0.3020
C: 5.10 -7.37 2.40  0.5838
C: 3.91 -6.83 1.95  -0.2944
C: 2.93 -7.71 1.51  -0.4246
C: 3.15 -9.08 1.53  -0.6008
C: 4.36 -9.58 1.99  -0.2862
C: 5.35 -8.73 2.43  -0.5933
H: 3.77 -5.76 1.95  0.4069
H: 1.99 -7.31 1.14  0.3783
H: 2.38 -9.76 1.18  0.3727
H: 4.53 -10.65 2.01  0.3492
H: 6.31 -9.09 2.80  0.4260
F: -1.75 5.31 3.78  -0.3564
C: -2.83 6.00 3.33  0.4900
C: -4.06 5.38 3.35  -0.5017
C: -5.16 6.09 2.89  -0.2802
C: -5.01 7.39 2.41  -0.5993
C: -3.75 7.98 2.40  -0.2869
C: -2.64 7.28 2.87  -0.5099
H: -4.15 4.37 3.72  0.4396
H: -6.14 5.63 2.90  0.3770
H: -5.87 7.94 2.05  0.3951
H: -3.63 8.99 2.03  0.3678
H: -1.65 7.72 2.87  0.4678